DFT (wB97M-V/def2-TZVPD) results for a single C5H11NOS molecule in a non-equilibrium geometry.

Geometry as XYZ:
```
19
C5H11NOS wB97M-V/def2-TZVPD
C 0.98809 -0.94285 -0.61447
C 1.39940 -0.74861 0.87939
S 1.07035 -2.24158 1.78407
C -0.16419 -0.08301 -1.05249
N -0.37132 1.19550 -0.53865
C -1.39186 2.06065 -1.06254
C -1.77541 3.17866 -0.06298
O -1.01920 -0.51392 -1.81528
H 0.61691 -1.97666 -0.70769
H 1.83978 -1.02786 -1.27665
H 0.97643 0.13690 1.35058
H 2.45297 -0.40599 0.82314
H 1.55400 -1.84281 2.96482
H 0.45660 1.53452 -0.06814
H -2.29554 1.46661 -1.23833
H -1.05366 2.55781 -1.98482
H -1.26256 4.10813 -0.35115
H -2.86909 3.30878 -0.04496
H -1.58905 2.90941 0.96659
```

Charge: 0
Energy (a.u.): -725.2819
Spin multiplicity: 1
LUMO energy (eV): 0.7
SMILES: CCNC(=O)CCS
ΔE to the lowest compared entry with this formula, charge and spin (kcal/mol): 26.95